Here is a molecular structure, C5H7NO from the Open Molecules 2025 dataset. Energies are from ωB97M-V with the def2-TZVPD basis set.

Structure (ORCA input):
```
! wB97M-V def2-TZVPD RIJCOSX def2/J DEFGRID3
* xyz 0 1
N 2.22 -0.16 0.70
C 1.45 -0.47 -0.23
O 1.03 -1.55 -0.85
C -0.43 -0.56 -1.07
C -1.16 -0.55 0.28
C -0.57 0.87 0.59
C 0.21 0.71 -0.72
H 1.60 0.51 1.22
H -0.78 -0.92 -2.03
H -0.71 -1.30 0.92
H -2.25 -0.68 0.28
H 0.13 0.87 1.49
H -1.24 1.71 0.80
H 0.49 1.54 -1.39
*
```

Output
ΔE to the lowest compared entry with this formula, charge and spin: 104.86 kcal per mole

Löwdin population analysis, charges in e, atoms 1 to 8: number 1, N, carries 0.13; number 2, C, carries -0.46; number 3, O, carries 0.01; number 4, C, carries -0.06; number 5, C, carries -0.10; number 6, C, carries -0.14; number 7, C, carries -0.14; number 8, H, carries 0.05